ORCA calculation (the ωB97M-V functional and the def2-TZVPD basis) on a molecular structure, C24H35N2O6RuS2Si at a distorted geometry.

Summary:
Total charge ... -2
Multiplicity ... 2
Relative energy (zero: lowest compared OMol25 entry of this formula, charge and spin) ... 166.6 kJ/mol
E_LUMO (spin up / spin down) ... 0.1552 / 0.1552 Eh
Electronic energy ... -72855.9627 eV
Max |F| ... 0.034 hartree/bohr
Frontier orbital gap (spin up / spin down) ... 5.025 / 4.966 eV

Each line ends with the Löwdin spin population.
Positions of all 71 atoms, in Å:
1 H -1.83146 -3.08577 -0.85797  0.0022
2 H -0.83055 2.69158 3.11850  0.0000
3 H -0.46681 -1.19416 -3.58995  0.0000
4 H -1.42107 1.11942 -1.65031  0.0002
5 S -0.31388 -0.74887 2.06393  0.0658
6 O 0.08625 1.70698 0.30364  0.0012
7 H -0.67212 5.37997 1.67675  0.0000
8 C -0.32984 2.84580 0.20869  0.0000
9 H -4.63480 -0.97577 -3.29869  -0.0003
10 H 5.21669 0.26120 -0.05454  0.0000
11 H -1.95043 -0.88609 -4.52075  0.0000
12 C -0.77416 -4.45128 3.59284  -0.0013
13 C -1.22124 -4.20453 4.88383  0.0067
14 C 0.81121 3.07349 -1.92664  0.0000
15 H 0.34757 3.25313 -2.89978  0.0000
16 H -1.58167 -2.52016 -3.93192  0.0000
17 H -0.62693 -5.47038 3.25094  -0.0005
18 H 2.50826 0.88203 0.02071  0.0000
19 H -1.34013 -0.82042 4.74638  0.0009
20 C -1.47563 4.81059 1.17912  0.0001
21 N -0.01486 3.64127 -0.87790  0.0001
22 C -4.25753 -1.54289 -2.44051  -0.0016
23 H 5.42923 -2.09117 0.43900  0.0000
24 H -4.89683 -1.32299 -1.58070  0.0000
25 H -2.44478 -1.86333 0.25896  0.0060
26 C -1.81116 -2.01252 -0.62332  -0.0056
27 C -1.54452 2.59046 2.29178  0.0021
28 H 0.88385 2.00011 -1.78673  0.0000
29 H 4.58529 -1.81814 1.97421  0.0000
30 S 0.07989 -3.67012 1.08776  -0.0204
31 H -1.41610 -5.03393 5.55628  0.0006
32 N -1.18442 3.39903 1.14655  0.0002
33 H -2.53503 2.89610 2.63793  0.0000
34 H 4.00946 -0.19580 -2.03798  0.0001
35 H -2.38245 4.95654 1.77068  0.0000
36 Si -2.43653 -1.08370 -2.09335  -0.0033
37 H 1.81536 3.51323 -1.93347  0.0000
38 C 3.05399 -0.05359 -0.08229  0.0001
39 C -1.65050 5.32218 -0.23674  0.0000
40 H 4.26920 -2.47643 -1.59858  0.0000
41 H -3.05660 1.06814 -0.97248  0.0000
42 H -1.87249 6.39178 -0.24592  0.0000
43 H 4.42898 0.47324 1.51955  0.0000
44 H -4.35836 -2.60750 -2.66948  0.0000
45 C -1.17588 -1.84639 4.43198  0.0075
46 H -1.78717 -2.69369 6.31075  -0.0004
47 C 3.14222 -0.59227 -1.51077  0.0005
48 C 4.55430 -1.63043 0.90028  0.0000
49 C -0.70671 -2.07981 3.14127  0.0056
50 H 0.43828 5.68145 -0.61500  0.0000
51 C 4.42851 -0.11398 0.60047  0.0001
52 H 2.85836 -3.08480 0.73342  0.0000
53 H -0.48649 5.26646 -2.05682  0.0000
54 H -1.55815 1.53912 2.01449  0.0028
55 C 3.24404 -2.16148 0.30891  -0.0001
56 C -2.44373 0.78590 -1.83451  0.0004
57 O 1.08419 -3.01490 -1.33098  0.0452
58 O 2.34029 -1.08465 0.60932  0.0016
59 O 0.76542 -0.31243 -1.75883  0.0051
60 O 2.56681 -3.70418 -2.84662  0.0030
61 Ru 0.13716 -1.61409 -0.01418  0.8666
62 H -2.82769 1.30098 -2.72182  0.0000
63 C 1.89835 -0.14273 -2.30362  0.0011
64 C -0.36966 5.03398 -0.99455  0.0000
65 C 2.23625 -3.01322 -1.88185  0.0034
66 C 3.30489 -2.12327 -1.23219  0.0004
67 C -0.50730 -3.40372 2.70734  0.0033
68 O 2.09462 0.43045 -3.38600  0.0020
69 H -2.47609 4.78260 -0.70622  0.0000
70 C -1.52009 -1.45523 -3.68981  0.0000
71 C -1.42711 -2.89638 5.30750  -0.0013


ORCA calculation (the ωB97M-V functional and the def2-TZVPD basis) on C2H2N4O in the gas phase at a distorted geometry.

Summary:
Multiplicity ... 3
Relative energy (zero: lowest compared OMol25 entry of this formula, charge and spin) ... 299.1 kJ/mol
E_LUMO (spin up / spin down) ... 0.0011 / -0.0649 Eh
Electronic energy ... -10105.5916 eV
Max |F| ... 0.095 hartree/bohr
Frontier orbital gap (spin up / spin down) ... 6.215 / 7.894 eV

Each line ends with the Löwdin spin population.
Positions of all 9 atoms, in Å:
1 N -1.11252 -0.80581 0.03640  -0.0196
2 C -1.68212 1.49828 0.15766  0.2937
3 N 1.22188 -0.74420 0.15122  0.1914
4 H -1.90866 2.44634 -0.23613  0.0397
5 H 0.10614 -2.46207 0.11249  0.0173
6 C 0.11448 -1.38320 0.06757  0.2649
7 N -1.30257 0.40205 -0.02073  0.0670
8 N 1.90184 0.12957 -0.39317  0.5875
9 O 2.66153 0.91903 0.12470  0.5581


ORCA calculation (the ωB97M-V functional and the def2-TZVPD basis) on a molecular structure, C27H47AlBrClFN4O3 at a distorted geometry.

Summary:
Total charge ... +3
E_LUMO ... -0.4916 Eh
Electronic energy ... -132711.2182 eV
Max |F| ... 0.044 hartree/bohr
Frontier orbital gap ... 2.921 eV

Each line ends with the Löwdin charge.
Positions of all 85 atoms, in Å:
1 C 0.06242 4.21742 0.06331  -0.0287
2 H 0.54644 1.23953 -0.50879  0.1219
3 C 1.20183 -1.20886 3.08737  -0.1248
4 C -2.12642 5.84072 -0.45385  -0.0636
5 H 1.86221 -3.21317 -0.44672  0.1619
6 H 5.54027 -2.37979 4.35829  0.0765
7 H -0.52143 4.28982 2.09940  0.1089
8 C 1.40196 3.18523 -2.34990  -0.5030
9 H 1.08942 0.20654 1.19108  0.1754
10 H 2.95597 -0.03730 3.49620  0.1214
11 O 2.59065 3.15057 -2.34339  0.1440
12 N -2.10351 -2.05631 -3.46944  0.0511
13 H -2.45218 5.75566 1.67927  0.1068
14 H -0.28754 -4.41264 2.03645  0.0934
15 H -1.51880 5.77760 -2.49231  0.1195
16 H 3.06077 -1.06469 2.10697  0.1088
17 H 5.15319 -0.75617 3.87382  0.0719
18 H 0.94503 3.65221 0.28520  0.1091
19 H -4.77175 1.41019 1.33265  0.0974
20 F 3.09837 -0.65500 -4.51855  0.0690
21 C -3.33409 0.81184 -0.20149  -0.2492
22 O 0.73843 -1.66068 1.79088  -0.0857
23 H -0.76626 -3.06084 0.48613  0.0891
24 H -2.94167 6.50118 -0.66632  0.1065
25 C -1.77335 -1.21878 0.25088  -0.4097
26 H 3.59665 -2.94911 3.29742  0.1103
27 H -1.40557 -0.35067 -1.68561  0.1119
28 N 1.07703 -2.60250 -0.63244  0.2154
29 H -3.55898 -1.49614 -2.08945  0.0933
30 Cl -3.24571 -3.50396 2.88756  0.6703
31 C -1.57631 -1.32312 -1.26138  -0.1147
32 C 0.66964 1.87511 -2.51602  -0.0447
33 C 4.79938 -1.60757 4.43361  -0.0750
34 C -1.84413 5.41535 0.86369  -0.0568
35 H 2.84183 -2.39712 4.74922  0.1113
36 H 4.22253 -0.38296 -1.46962  0.0918
37 C 1.56571 -0.89239 -2.90141  -0.0345
38 C -4.62112 1.49837 0.27249  -0.2327
39 H 0.91192 -1.98652 3.76530  0.1021
40 H 2.35070 -1.08808 -0.19127  0.2060
41 H 4.96796 -0.89309 -2.97954  0.1154
42 H -4.55522 2.53858 -0.02689  -0.0777
43 H -2.53188 1.50744 -0.00678  0.1167
44 C -1.68147 -2.62011 0.83583  -0.1782
45 C -1.70420 -2.80815 2.36512  -0.6875
46 H 3.84842 -1.95421 -2.17905  0.0895
47 H -0.95632 -4.37500 3.62524  0.0737
48 H 0.23241 -3.21350 3.22292  0.0348
49 H -0.68335 -1.89231 -1.45809  0.0713
50 Al -6.46023 3.39745 -0.72512  1.1391
51 C -0.60114 -3.75560 2.82850  -0.0936
52 H -2.67806 -1.52723 -4.10869  0.0907
53 H 0.98795 1.53508 -3.48470  0.1288
54 H -2.88863 -0.09034 1.61866  0.1131
55 H -2.80033 -3.04275 -1.77400  0.1240
56 H 0.60449 -2.88975 -1.47980  0.1222
57 C 3.44409 -2.08053 3.91671  -0.2386
58 O -0.73951 -0.29767 0.68378  0.0586
59 C -1.32877 5.44627 -1.49401  -0.0225
60 H -2.09497 -2.99007 -3.85523  0.0940
61 H -1.58047 -1.86492 2.86846  0.0951
62 H -3.44216 0.59586 -1.24806  0.1063
63 C 2.97961 -0.30384 -3.21118  -0.3337
64 C -2.63304 -2.03657 -2.10997  -0.2157
65 H -2.46389 -3.21046 0.40769  0.0835
66 C 1.11351 0.98240 -1.38369  -0.1058
67 C -0.75186 4.59589 1.10004  -0.0803
68 H 1.31154 5.10123 -2.47382  0.1680
69 N 1.07118 -0.45510 -1.61106  0.0665
70 H 0.66470 -0.32203 3.39152  0.1439
71 H -0.39414 2.02968 -2.49012  0.1261
72 C 2.70440 -1.01873 3.13226  -0.1652
73 H 2.14933 1.21377 -1.13857  0.1614
74 H 3.00349 0.77585 -3.17015  0.1345
75 C -3.06274 -0.43988 0.61566  -0.5803
76 H -5.44837 1.06032 -0.26813  0.0098
77 C 0.53966 -0.67614 0.89952  -0.2944
78 C 4.07047 -0.92209 -2.39195  0.0216
79 Br -4.63467 -1.55214 0.66738  0.9086
80 C 1.30919 -1.23350 -0.48649  -0.2265
81 H 1.59464 -1.95894 -2.99904  0.1369
82 C -0.21756 4.64066 -1.24950  -0.2180
83 H 0.91435 -0.54068 -3.68176  0.1447
84 H 4.73774 -1.31343 5.46301  0.0796
85 N 0.65034 4.33524 -2.36613  0.1379


ORCA calculation (the ωB97M-V functional and the def2-TZVPD basis) on C6H7NO4 in the gas phase at a distorted geometry.

Summary:
Relative energy (zero: lowest compared OMol25 entry of this formula, charge and spin) ... 487.4 kJ/mol
E_LUMO ... 0.0010 Eh
Electronic energy ... -16010.3023 eV
Max |F| ... 0.067 hartree/bohr
Frontier orbital gap ... 9.792 eV
SMILES ... C[C@@H]1C=C(C=O)O[C@H]1[N+](=O)[O-]

Each line ends with the natural charge from an NBO analysis.
Positions of all 18 atoms, in Å:
1 O -2.50233 0.44584 -0.33522  -0.3644
2 C 1.71840 1.34179 0.65480  -0.6231
3 H -0.74713 -3.42024 0.56557  0.1118
4 O -1.85224 2.44733 -0.89513  -0.3760
5 C -0.51510 -2.84424 -0.40438  0.3978
6 O -0.47424 -3.49000 -1.38345  -0.4728
7 N -1.73821 1.26420 -0.73727  0.5324
8 C 0.27158 -0.80194 0.82330  -0.2264
9 H 2.46803 0.63969 1.00103  0.2186
10 H 1.67971 2.16761 1.41267  0.2306
11 H 0.04743 1.28453 -1.70641  0.2081
12 C -0.22885 -1.40350 -0.26046  0.1839
13 C -0.31356 0.68778 -0.89457  0.1734
14 O -0.37962 -0.59371 -1.36560  -0.4547
15 C 0.39818 0.69093 0.60787  -0.2510
16 H 0.44821 -1.11500 1.94904  0.2532
17 H -0.20397 1.24842 1.31552  0.2318
18 H 1.92368 1.45050 -0.34735  0.2269


ORCA calculation (the ωB97M-V functional and the def2-TZVPD basis) on a molecular structure, C5H11NS2 at a distorted geometry.

Summary:
Relative energy (zero: lowest compared OMol25 entry of this formula, charge and spin) ... 106.5 kJ/mol
E_LUMO ... 0.0037 Eh
Electronic energy ... -28522.9059 eV
Max |F| ... 0.046 hartree/bohr
Frontier orbital gap ... 8.196 eV

Each line ends with the natural charge from an NBO analysis.
Positions of all 19 atoms, in Å:
1 C -0.46191 0.22182 1.31318  -0.4760
2 H 3.96702 0.39705 0.14580  0.2417
3 N -1.90157 1.23038 -0.43602  -0.8858
4 H -0.84239 -1.24352 -1.25203  0.2139
5 H -2.45500 -0.08547 1.12876  0.1657
6 H -1.72343 2.16502 -0.11313  0.3929
7 C 0.83258 0.47022 0.51957  -0.3284
8 H -1.98611 1.03671 -1.41756  0.3778
9 H -1.75679 -2.11389 -0.08130  0.2192
10 H 3.88075 -1.17230 -0.69433  0.2298
11 H -0.40705 -0.78702 1.83231  0.2274
12 S 1.47564 1.86406 -0.02735  -0.0446
13 H 3.12998 0.15790 -1.34282  0.2378
14 S 1.82172 -0.86566 0.30371  0.3811
15 C -1.75736 -1.14882 -0.59804  -0.6349
16 H -0.77442 1.09305 1.96488  0.2464
17 C 3.33744 -0.26842 -0.40574  -0.7672
18 C -1.66993 0.03953 0.35542  -0.0211
19 H -2.70918 -0.99062 -1.19530  0.2242


ORCA calculation (the ωB97M-V functional and the def2-TZVPD basis) on a molecular structure, C17H26CdN4OS4Se.

Summary:
Relative energy (zero: lowest compared OMol25 entry of this formula, charge and spin) ... 0.0 kJ/mol
E_LUMO ... 0.0164 Eh
Electronic energy ... -139309.7269 eV
Max |F| ... 0.012 hartree/bohr
Frontier orbital gap ... 7.794 eV

Each line ends with the natural charge from an NBO analysis.
Positions of all 54 atoms, in Å:
1 H 2.23490 0.13297 -2.83397  0.2117
2 H 2.13967 -4.99696 -0.82178  0.2224
3 N 0.10694 2.88122 -1.74166  -0.6230
4 H -0.64098 -4.94931 0.59869  0.2318
5 C -3.97686 -0.90525 1.56627  -0.2704
6 C 2.71086 -5.05780 0.10537  -0.5386
7 C 1.27724 -0.23609 -2.45800  -0.7590
8 C -3.61627 -2.14942 1.04199  -0.1911
9 H -0.22372 4.60625 -4.26030  0.2420
10 N -3.00160 4.30325 -1.23056  -0.3652
11 H 3.31313 -5.96663 0.05768  0.2298
12 H -0.27194 -4.04482 3.12367  0.2215
13 H 2.25176 -1.61141 3.61094  0.2266
14 H -3.78166 -4.27061 1.31558  0.2075
15 C 3.63448 -3.84624 0.25342  -0.5458
16 C -0.41383 -3.50933 2.18359  -0.5397
17 H -4.99826 0.16286 3.11479  0.2117
18 H 2.18677 -3.12787 2.71194  0.2452
19 H -3.92705 4.38246 -0.84596  0.4297
20 N -1.06274 3.65999 -1.69093  -0.2089
21 H -1.48337 -3.34882 2.04869  0.2586
22 C -5.14719 -1.96211 3.39154  -0.2345
23 S -2.23301 2.14085 0.26100  -0.3572
24 C -2.11105 3.35661 -0.89756  0.2322
25 C -0.43753 5.32504 -3.46794  -0.6654
26 N -2.56929 5.16603 -2.19886  -0.2537
27 H 0.86865 3.48306 -2.03540  0.3717
28 H 0.45393 -3.62394 0.21330  0.2468
29 C 0.13497 -4.30101 0.99871  -0.5525
30 H 3.92393 -1.42018 1.91219  0.2187
31 C 2.01044 -2.05684 2.64445  -0.5606
32 H 2.59715 -0.40683 1.35221  0.2578
33 H -0.90175 6.20599 -3.90313  0.2575
34 H 0.29822 2.55105 -0.79603  0.4144
35 H -5.12033 -4.10693 3.38011  0.2111
36 H 0.50795 5.62058 -3.00832  0.2300
37 C 2.88841 -1.43640 1.56510  -0.5424
38 H 4.44420 -3.92365 -0.47447  0.2239
39 O 1.81961 0.97838 -0.50107  -0.6743
40 Cd -0.81850 -0.55494 -0.10096  1.2534
41 H -5.73833 -1.88981 4.29544  0.2118
42 C -4.72980 -0.81378 2.73029  -0.1888
43 H 4.08075 -3.82766 1.24886  0.2218
44 Se -2.58340 -2.34306 -0.57679  -0.4467
45 H 0.45482 0.14773 -3.06871  0.2327
46 C -4.04480 -3.29572 1.71124  -0.2099
47 C -1.36747 4.74782 -2.46696  0.3449
48 H 1.24495 -1.32664 -2.51002  0.2300
49 S 2.84144 -2.24167 -0.05208  0.1886
50 S 1.56329 -5.33087 1.47245  0.1723
51 C 1.03809 0.21049 -1.03218  0.1075
52 S 0.22834 -1.82644 2.40712  0.1626
53 H -3.68773 -0.00012 1.04892  0.2206
54 C -4.80244 -3.20235 2.87538  -0.2215


Which formula does entry 1 have?
C24H35N2O6RuS2Si


Look up the electronic energy of the first one.
-72855.9627 eV


What did the fourth record say?
ORCA calculation (the ωB97M-V functional and the def2-TZVPD basis) on C6H7NO4 in the gas phase at a distorted geometry.

Summary:
Relative energy (zero: lowest compared OMol25 entry of this formula, charge and spin) ... 487.4 kJ/mol
E_LUMO ... 0.0010 Eh
Electronic energy ... -16010.3023 eV
Max |F| ... 0.067 hartree/bohr
Frontier orbital gap ... 9.792 eV
SMILES ... C[C@@H]1C=C(C=O)O[C@H]1[N+](=O)[O-]

Each line ends with the natural charge from an NBO analysis.
Positions of all 18 atoms, in Å:
1 O -2.50233 0.44584 -0.33522  -0.3644
2 C 1.71840 1.34179 0.65480  -0.6231
3 H -0.74713 -3.42024 0.56557  0.1118
4 O -1.85224 2.44733 -0.89513  -0.3760
5 C -0.51510 -2.84424 -0.40438  0.3978
6 O -0.47424 -3.49000 -1.38345  -0.4728
7 N -1.73821 1.26420 -0.73727  0.5324
8 C 0.27158 -0.80194 0.82330  -0.2264
9 H 2.46803 0.63969 1.00103  0.2186
10 H 1.67971 2.16761 1.41267  0.2306
11 H 0.04743 1.28453 -1.70641  0.2081
12 C -0.22885 -1.40350 -0.26046  0.1839
13 C -0.31356 0.68778 -0.89457  0.1734
14 O -0.37962 -0.59371 -1.36560  -0.4547
15 C 0.39818 0.69093 0.60787  -0.2510
16 H 0.44821 -1.11500 1.94904  0.2532
17 H -0.20397 1.24842 1.31552  0.2318
18 H 1.92368 1.45050 -0.34735  0.2269


What is the electronic energy in the fifth record?
-28522.9059 eV